[1]
{
  "formula": "C32H30F6INPPtSb2",
  "method": "ωB97M-V with the def2-TZVPD basis set",
  "multiplicity": 2,
  "charge": 2,
  "e_homo_ev": [-14.435, -14.446],
  "gap_ev": [7.198, 6.210],
  "total_energy_ha": -3129.8367,
  "e_above_lowest_kj_mol": 0.0,
  "e_lumo_ev": [-7.24, -8.24],
  "s2": 0.755,
  "elements": ["Pt", "C", "C", "C", "Sb", "C", "C", "C", "C", "C", "C", "C", "C", "C", "C", "C", "C", "Sb", "C", "C", "C", "C", "C", "C", "C", "C", "C", "C", "C", "C", "H", "H", "H", "H", "H", "H", "H", "H", "H", "H", "H", "H", "H", "H", "H", "H", "H", "H", "H", "H", "H", "H", "H", "H", "H", "H", "F", "P", "F", "F", "F", "F", "F", "I", "C", "C", "C", "C", "C", "N", "H", "H", "H", "H"],
  "xyz": [[-0.318, 0.176, -0.855], [-4.180, 0.869, -0.008], [-4.505, -0.616, 0.123], [-3.399, -1.427, 0.795], [-1.747, -1.878, -0.455], [-0.487, -3.252, 0.492], [0.088, -4.250, -0.292], [0.890, -5.207, 0.313], [1.101, -5.168, 1.684], [0.516, -4.176, 2.462], [-0.281, -3.207, 1.871], [-2.538, -2.932, -2.079], [-2.143, -2.759, -3.398], [-2.708, -3.548, -4.390], [-3.657, -4.505, -4.060], [-4.039, -4.689, -2.738], [-3.479, -3.905, -1.740], [-2.592, 1.302, -1.360], [-3.282, 0.887, -3.296], [-4.618, 1.152, -3.588], [-5.076, 1.028, -4.892], [-4.201, 0.657, -5.903], [-2.866, 0.405, -5.617], [-2.406, 0.521, -4.313], [-2.159, 3.347, -1.450], [-1.901, 3.895, -2.706], [-1.610, 5.246, -2.808], [-1.583, 6.039, -1.669], [-1.846, 5.488, -0.422], [-2.130, 4.135, -0.303], [-3.871, 1.288, 0.946], [-5.031, 1.439, -0.382], [-4.780, -1.052, -0.842], [-5.392, -0.699, 0.755], [-3.760, -2.412, 1.101], [-3.002, -0.927, 1.679], [-0.094, -4.295, -1.360], [1.338, -5.988, -0.285], [1.718, -5.923, 2.153], [0.673, -4.160, 3.532], [-0.727, -2.431, 2.482], [-1.392, -2.026, -3.660], [-2.403, -3.417, -5.420], [-4.096, -5.117, -4.836], [-4.769, -5.444, -2.481], [-3.779, -4.072, -0.711], [-5.311, 1.455, -2.812], [-6.114, 1.227, -5.118], [-4.559, 0.568, -6.920], [-2.184, 0.124, -6.409], [-1.364, 0.318, -4.095], [-1.956, 3.289, -3.604], [-1.418, 5.683, -3.780], [-1.364, 7.095, -1.754], [-1.828, 6.110, 0.462], [-2.316, 3.714, 0.674], [-0.486, -0.196, 1.404], [-0.432, 1.328, 2.370], [0.955, 0.806, 2.919], [-0.418, 2.678, 3.141], [-1.841, 1.664, 1.618], [0.318, 1.943, 1.063], [-1.237, 0.518, 3.466], [1.257, 1.223, -2.880], [2.496, 0.153, -1.557], [3.859, 0.041, -1.627], [4.475, -0.665, -0.595], [3.714, -1.198, 0.431], [2.340, -1.033, 0.412], [1.746, -0.371, -0.585], [4.424, 0.487, -2.433], [5.551, -0.782, -0.597], [4.175, -1.733, 1.249], [1.695, -1.411, 1.193]]
}



[2]
{
  "formula": "C32H30HoN12O7",
  "method": "ωB97M-V with the def2-TZVPD basis set",
  "multiplicity": 5,
  "charge": -1,
  "e_homo_ev": -5.067,
  "gap_ev": 5.383,
  "total_energy_ha": -3369.5127,
  "e_above_lowest_kj_mol": 0.0,
  "e_lumo_ev": 0.32,
  "s2": 6.003,
  "elements": ["Ho", "O", "C", "C", "C", "C", "C", "C", "C", "O", "N", "N", "C", "C", "C", "C", "C", "C", "N", "H", "H", "H", "H", "H", "H", "H", "H", "H", "H", "O", "C", "O", "C", "C", "C", "N", "C", "C", "C", "O", "O", "H", "H", "H", "C", "N", "C", "N", "C", "N", "C", "N", "C", "C", "H", "H", "H", "H", "H", "H", "H", "H", "H", "H", "H", "H", "N", "C", "C", "C", "N", "C", "N", "C", "C", "N", "O", "H", "H", "H", "H", "H"],
  "xyz": [[-0.443, -0.121, 0.378], [2.084, -2.971, -3.942], [2.012, -1.755, -4.519], [2.560, -1.584, -5.804], [2.599, -0.352, -6.415], [2.001, 0.733, -5.816], [1.329, 0.549, -4.600], [1.392, -0.669, -3.887], [1.039, -0.716, -2.403], [0.484, 0.274, -1.820], [1.335, -1.871, -1.798], [1.088, -1.785, -0.425], [1.540, -2.766, 0.318], [1.350, -2.780, 1.716], [1.741, -3.937, 2.458], [1.390, -4.000, 3.771], [0.797, -2.900, 4.380], [0.433, -1.825, 3.603], [0.689, -1.769, 2.283], [1.741, -2.823, -2.968], [2.971, -2.493, -6.321], [3.109, -0.150, -7.342], [2.023, 1.747, -6.179], [0.790, 1.400, -4.202], [1.928, -3.706, -0.109], [2.080, -4.817, 1.881], [1.538, -4.920, 4.344], [0.543, -2.974, 5.408], [-0.194, -0.961, 3.929], [-6.141, 1.510, -3.961], [-5.308, 0.696, -4.312], [-5.337, -0.155, -5.184], [-4.125, 0.520, -3.341], [-3.699, -0.832, -3.011], [-2.781, -0.934, -1.998], [-2.192, 0.098, -1.376], [-2.553, 1.359, -1.692], [-3.551, 1.606, -2.674], [-1.843, 2.452, -0.940], [-1.963, 3.666, -1.114], [-1.042, 1.991, -0.008], [-4.082, -1.744, -3.547], [-2.485, -1.896, -1.617], [-3.873, 2.663, -2.909], [1.250, 1.943, 2.274], [1.493, 1.314, 0.937], [2.746, 0.519, 1.105], [3.950, 1.255, 1.428], [3.671, 1.907, 2.725], [2.434, 2.712, 2.722], [2.709, 3.763, 1.727], [2.916, 3.215, 0.350], [1.771, 2.362, -0.043], [4.095, 2.388, 0.472], [1.084, 1.219, 3.076], [0.407, 2.642, 2.151], [2.974, -0.042, 0.158], [2.597, -0.191, 1.936], [4.499, 2.596, 3.051], [3.675, 1.138, 3.496], [3.578, 4.305, 2.041], [1.821, 4.452, 1.793], [1.923, 1.894, -1.002], [0.860, 2.978, -0.064], [4.913, 3.002, 0.754], [4.375, 1.932, -0.496], [-1.867, -1.861, 0.707], [-2.705, -2.546, 1.160], [-3.658, -3.297, 1.764], [-4.872, -2.754, 2.203], [-5.789, -2.162, 2.596], [-3.548, -4.754, 1.875], [-3.452, -5.928, 1.949], [-3.170, 1.096, 4.043], [-2.367, 1.442, 2.849], [-2.475, 2.694, 2.388], [-1.662, 0.552, 2.257], [-4.074, 0.691, 3.620], [-3.370, 1.953, 4.719], [-2.654, 0.277, 4.625], [-3.070, 3.341, 2.882], [-1.981, 2.898, 1.542]]
}



[3]
{
  "formula": "C32H30O3S4Sc",
  "method": "ωB97M-V with the def2-TZVPD basis set",
  "charge": 1,
  "e_homo_ev": -10.547,
  "gap_ev": 8.067,
  "total_energy_ha": -3816.4146,
  "e_above_lowest_kj_mol": 3.0,
  "e_lumo_ev": -2.48,
  "elements": ["Sc", "O", "S", "C", "C", "C", "C", "S", "O", "C", "C", "C", "C", "C", "C", "C", "C", "C", "C", "C", "C", "H", "H", "H", "H", "H", "H", "H", "H", "H", "H", "H", "H", "H", "H", "H", "H", "H", "H", "S", "C", "C", "C", "C", "C", "C", "H", "H", "H", "H", "H", "C", "C", "O", "S", "C", "C", "C", "C", "C", "C", "C", "C", "H", "H", "H", "H", "H", "H", "H"],
  "xyz": [[0.919, -0.523, -1.880], [2.235, -2.051, -1.875], [3.183, -3.188, -1.490], [4.241, -2.388, -0.291], [3.526, -1.936, 0.990], [4.053, -0.605, 1.544], [3.471, 0.652, 0.912], [1.700, 0.937, 1.091], [1.078, -0.023, 0.058], [1.341, 0.160, 2.636], [1.818, 0.788, 3.781], [1.540, 0.222, 5.013], [0.781, -0.942, 5.088], [0.295, -1.539, 3.935], [0.570, -0.989, 2.688], [2.255, -4.274, -0.445], [0.873, -4.188, -0.418], [0.168, -5.080, 0.383], [0.844, -6.038, 1.124], [2.231, -6.121, 1.068], [2.948, -5.240, 0.276], [4.664, -1.564, -0.873], [5.051, -3.097, -0.103], [3.654, -2.706, 1.749], [2.454, -1.869, 0.811], [5.138, -0.545, 1.411], [3.883, -0.585, 2.621], [3.568, 0.682, -0.180], [3.935, 1.560, 1.302], [2.391, 1.708, 3.718], [1.903, 0.695, 5.915], [0.560, -1.376, 6.054], [-0.310, -2.434, 4.000], [0.183, -1.434, 1.783], [0.339, -3.458, -1.010], [-0.912, -5.027, 0.413], [0.289, -6.733, 1.739], [2.757, -6.875, 1.638], [4.028, -5.316, 0.226], [2.538, 1.131, -2.768], [1.793, 2.477, -1.870], [0.409, 2.658, -1.828], [-0.158, 3.655, -1.043], [0.651, 4.513, -0.312], [2.031, 4.369, -0.378], [2.600, 3.357, -1.142], [-0.244, 2.042, -2.436], [-1.234, 3.772, -1.026], [0.211, 5.301, 0.285], [2.672, 5.054, 0.163], [3.677, 3.254, -1.197], [-5.953, 4.562, -1.882], [-7.375, 4.126, -2.106], [-8.312, 4.870, -2.090], [-7.737, 2.387, -2.418], [-6.140, 1.619, -2.380], [-5.345, 1.577, -3.524], [-4.093, 0.987, -3.483], [-3.621, 0.419, -2.296], [-4.433, 0.433, -1.163], [-5.682, 1.027, -1.205], [-2.304, -0.157, -2.238], [-1.193, -0.660, -2.179], [-5.353, 4.374, -2.775], [-5.505, 4.002, -1.060], [-5.964, 5.625, -1.658], [-5.718, 2.005, -4.446], [-3.473, 0.953, -4.369], [-4.079, -0.029, -0.250], [-6.313, 1.034, -0.326]]
}